Here is a cluster of 10 separate species, C30H56O30S4 in total at a distorted geometry from OMol25. Energies are from wB97M-V/def2-TZVPD.

Results
2S+1: 1
Energy above the lowest of the compared OMol25 structures with the same formula, charge and spin (eV): 0.0000

Last column: Löwdin charge in e.
Geometry (Å):
O (-3.49, 1.53, 7.26)  -0.28
S (-2.39, 0.76, 6.69)  0.68
O (-1.08, 0.81, 7.32)  -0.30
O (-2.68, -0.88, 6.54)  -0.30
C (-1.70, -1.85, 6.22)  -0.25
C (-1.87, -3.21, 7.07)  -0.04
C (-2.18, 1.03, 4.90)  -0.10
H (-0.68, -1.44, 6.26)  0.11
H (-1.94, -2.29, 5.26)  0.07
H (-1.51, -3.09, 8.09)  0.06
H (-1.16, -4.02, 6.91)  0.06
H (-2.88, -3.62, 7.06)  0.06
H (-1.17, 0.70, 4.65)  0.06
H (-2.42, 2.07, 4.71)  0.07
H (-2.84, 0.37, 4.33)  0.05
O (2.73, 2.96, -3.75)  -0.30
S (2.13, 3.61, -4.91)  0.67
O (1.44, 2.90, -5.97)  -0.30
O (1.06, 4.80, -4.45)  -0.27
C (0.37, 4.72, -3.16)  -0.22
C (-0.25, 3.35, -2.81)  -0.08
C (3.27, 4.78, -5.80)  -0.08
H (-0.43, 5.46, -3.06)  0.12
H (1.11, 4.92, -2.39)  0.09
H (0.52, 2.62, -2.56)  0.05
H (-0.59, 2.97, -3.78)  0.07
H (-1.16, 3.30, -2.22)  0.08
H (4.01, 5.12, -5.08)  0.04
H (2.76, 5.66, -6.21)  0.07
H (3.81, 4.19, -6.54)  0.07
O (-2.21, -1.87, 2.89)  -0.34
S (-2.92, -2.91, 2.13)  0.71
O (-2.30, -4.16, 1.61)  -0.28
O (-4.37, -3.19, 2.83)  -0.29
C (-5.13, -2.16, 3.47)  -0.27
C (-5.54, -2.65, 4.90)  -0.04
C (-3.77, -2.00, 0.71)  -0.07
H (-6.03, -1.94, 2.89)  0.12
H (-4.53, -1.26, 3.63)  0.10
H (-4.62, -3.10, 5.27)  0.07
H (-6.30, -3.40, 4.69)  0.07
H (-5.98, -1.90, 5.57)  0.08
H (-3.10, -1.45, 0.05)  0.06
H (-4.43, -1.30, 1.23)  0.05
H (-4.28, -2.80, 0.16)  0.07
O (5.17, 6.80, -0.44)  -0.29
S (5.82, 5.53, -0.57)  0.67
O (7.15, 5.31, 0.00)  -0.31
O (4.86, 4.28, -0.06)  -0.27
C (3.43, 4.48, 0.11)  -0.25
C (2.73, 3.15, 0.05)  -0.09
C (6.03, 5.06, -2.46)  -0.06
H (3.09, 5.09, -0.73)  0.10
H (3.12, 4.86, 1.08)  0.13
H (2.84, 2.70, -0.94)  0.07
H (1.68, 3.20, 0.34)  0.08
H (3.25, 2.46, 0.71)  0.08
H (6.55, 4.11, -2.38)  0.06
H (6.56, 5.87, -2.94)  0.06
H (5.02, 4.98, -2.86)  0.03
C (2.09, -0.75, -3.66)  -0.14
C (2.11, -0.83, -5.21)  -0.09
O (3.18, -1.67, -5.46)  0.09
C (3.65, -2.21, -4.38)  -0.52
O (4.59, -3.01, -4.29)  0.12
O (2.82, -1.86, -3.31)  0.04
H (1.07, -0.79, -3.31)  0.11
H (2.57, 0.14, -3.24)  0.13
H (2.24, 0.13, -5.72)  0.13
H (1.32, -1.45, -5.63)  0.13
C (2.18, -3.67, 3.31)  -0.16
C (1.07, -3.26, 4.18)  -0.15
O (0.69, -4.44, 4.81)  0.09
C (1.64, -5.36, 4.73)  -0.60
O (1.74, -6.41, 5.23)  0.19
O (2.53, -4.88, 3.88)  0.10
H (2.90, -2.85, 3.27)  0.14
H (1.97, -3.77, 2.25)  0.13
H (0.31, -2.57, 3.80)  0.12
H (1.50, -2.62, 4.95)  0.13
C (0.24, 0.43, 0.18)  -0.15
C (0.85, -0.05, 1.46)  -0.08
O (1.21, -1.40, 1.16)  0.08
C (1.00, -1.71, -0.12)  -0.56
O (1.22, -2.72, -0.69)  0.18
O (0.38, -0.65, -0.64)  0.05
H (0.64, 1.35, -0.25)  0.11
H (-0.84, 0.51, 0.20)  0.12
H (0.18, 0.08, 2.32)  0.12
H (1.71, 0.51, 1.82)  0.12
C (-2.07, -1.14, -5.19)  -0.15
C (-1.49, -2.13, -4.22)  -0.15
O (-1.41, -1.44, -3.00)  0.04
C (-1.70, -0.11, -3.20)  -0.52
O (-1.80, 0.75, -2.42)  0.19
O (-1.86, 0.05, -4.55)  0.06
H (-3.13, -1.37, -5.34)  0.14
H (-1.38, -1.19, -6.04)  0.14
H (-0.55, -2.55, -4.58)  0.11
H (-2.15, -2.96, -3.97)  0.14
C (1.00, -4.90, -2.91)  -0.15
C (2.36, -5.47, -2.83)  -0.14
O (2.15, -6.81, -3.02)  0.08
C (0.86, -7.10, -3.31)  -0.52
O (0.43, -8.17, -3.69)  0.13
O (0.27, -5.91, -3.58)  0.05
H (0.91, -3.94, -3.42)  0.11
H (0.49, -4.80, -1.95)  0.12
H (2.76, -5.22, -1.85)  0.14
H (2.98, -5.12, -3.66)  0.13
C (-4.35, 4.85, 0.20)  -0.10
C (-3.75, 5.32, 1.57)  -0.14
O (-2.96, 4.23, 1.91)  0.05
C (-3.26, 3.14, 1.11)  -0.48
O (-2.61, 2.12, 1.21)  0.12
O (-4.11, 3.45, 0.07)  0.06
H (-3.87, 5.44, -0.58)  0.13
H (-5.43, 4.93, 0.36)  0.13
H (-4.52, 5.56, 2.30)  0.13
H (-3.15, 6.21, 1.39)  0.13

***

Here is a cluster of 3 separate species, C30H57BN3O15 in total at a distorted geometry from OMol25. Energies are from wB97M-V/def2-TZVPD.

Results
Net charge: +1
2S+1: 1
Energy above the lowest of the compared OMol25 structures with the same formula, charge and spin (eV): 0.0000

Last column: Löwdin charge in e.
Geometry (Å):
C (-5.15, -4.31, 1.15)  -0.08
C (-4.53, -5.48, 0.22)  -0.24
O (-4.65, -5.15, -1.21)  -0.18
C (-3.30, -4.99, -1.72)  -0.20
C (-3.26, -4.85, -3.34)  -0.12
O (-2.13, -4.00, -3.72)  -0.21
C (-0.87, -4.63, -3.34)  -0.16
C (-0.19, -3.80, -2.15)  -0.17
O (1.21, -4.15, -1.98)  -0.17
C (1.40, -5.26, -1.09)  -0.09
C (2.21, -4.86, 0.27)  -0.45
O (2.07, -6.01, 1.13)  0.05
N (1.54, -3.63, 0.82)  0.22
C (2.43, -2.51, 0.42)  -0.16
N (1.96, -1.60, -0.45)  0.21
N (3.73, -2.49, 1.07)  0.07
C (4.66, -1.48, 0.47)  -0.06
C (4.30, 0.04, 0.82)  -0.29
O (4.22, 0.84, -0.16)  0.03
C (4.07, 0.63, 2.27)  -0.11
C (2.79, 1.53, 2.44)  -0.01
C (2.51, 2.17, 3.81)  -0.04
C (3.54, 1.89, 4.94)  -0.04
C (4.79, 0.98, 4.79)  -0.04
C (5.07, 0.32, 3.41)  -0.03
C (4.29, -3.89, 0.87)  -0.24
O (4.49, -4.61, 2.09)  0.14
B (3.99, -3.90, 3.25)  -0.60
O (2.74, -4.40, 3.82)  0.11
O (4.62, -2.80, 3.91)  0.13
O (3.56, -4.63, -0.14)  0.05
H (-5.59, -3.44, 0.55)  0.09
H (-4.28, -3.89, 1.77)  0.06
H (-5.88, -4.79, 1.88)  0.08
H (-3.43, -5.62, 0.52)  0.11
H (-5.04, -6.49, 0.39)  0.13
H (-2.61, -5.90, -1.46)  0.13
H (-2.88, -4.03, -1.26)  0.13
H (-3.04, -5.89, -3.80)  0.14
H (-4.24, -4.41, -3.72)  0.13
H (-0.97, -5.72, -3.04)  0.13
H (-0.17, -4.56, -4.24)  0.15
H (-0.32, -2.68, -2.38)  0.13
H (-0.72, -4.05, -1.15)  0.11
H (2.10, -6.00, -1.63)  0.16
H (0.45, -5.85, -0.84)  0.15
H (2.90, -6.54, 0.98)  0.14
H (0.59, -3.49, 0.45)  0.13
H (1.14, -1.03, -0.15)  0.16
H (2.35, -1.37, -1.37)  0.16
H (4.61, -1.59, -0.68)  0.15
H (5.76, -1.64, 0.75)  0.17
H (2.10, 1.67, 1.53)  0.10
H (1.60, 2.85, 3.92)  0.10
H (3.36, 2.39, 5.96)  0.10
H (5.52, 0.75, 5.64)  0.10
H (5.98, -0.34, 3.20)  0.11
H (5.34, -3.74, 0.42)  0.20
H (2.04, -3.70, 3.79)  0.10
H (3.87, -2.21, 4.18)  0.12
C (5.27, 8.25, 4.88)  -0.11
O (4.05, 8.04, 4.20)  -0.20
C (4.07, 6.86, 3.40)  -0.20
C (2.65, 6.44, 3.04)  -0.17
O (1.99, 5.74, 4.10)  -0.16
C (1.55, 6.54, 5.19)  -0.17
C (0.32, 7.38, 4.85)  -0.20
O (0.70, 8.56, 4.14)  -0.20
C (-0.39, 9.14, 3.46)  -0.11
H (6.09, 8.35, 4.18)  0.09
H (5.18, 9.17, 5.46)  0.09
H (5.46, 7.42, 5.58)  0.09
H (4.57, 6.05, 3.95)  0.13
H (4.63, 7.08, 2.49)  0.13
H (2.72, 5.72, 2.22)  0.12
H (2.05, 7.28, 2.69)  0.12
H (2.36, 7.15, 5.59)  0.12
H (1.26, 5.84, 5.97)  0.12
H (-0.18, 7.70, 5.78)  0.13
H (-0.38, 6.78, 4.25)  0.13
H (-0.79, 8.45, 2.70)  0.09
H (-0.04, 10.04, 2.95)  0.09
H (-1.18, 9.42, 4.16)  0.09
C (-5.37, 2.44, -7.71)  -0.11
O (-5.26, 1.71, -6.51)  -0.21
C (-6.54, 1.45, -5.93)  -0.20
C (-6.44, 0.31, -4.91)  -0.17
O (-6.43, -0.98, -5.52)  -0.13
C (-5.21, -1.35, -6.16)  -0.17
C (-4.10, -1.71, -5.18)  -0.19
O (-3.47, -0.53, -4.69)  -0.19
C (-2.74, -0.76, -3.50)  -0.11
H (-5.85, 3.41, -7.53)  0.09
H (-4.36, 2.62, -8.10)  0.09
H (-5.93, 1.88, -8.46)  0.09
H (-7.26, 1.18, -6.71)  0.13
H (-6.87, 2.36, -5.42)  0.13
H (-7.34, 0.34, -4.29)  0.13
H (-5.58, 0.44, -4.24)  0.12
H (-4.89, -0.60, -6.88)  0.12
H (-5.45, -2.26, -6.73)  0.13
H (-3.33, -2.31, -5.69)  0.13
H (-4.52, -2.29, -4.35)  0.11
H (-3.41, -1.10, -2.70)  0.09
H (-2.28, 0.18, -3.19)  0.09
H (-1.96, -1.51, -3.67)  0.06

***

Here is a cluster of 2 separate species, C30H57BrNO3S in total at a distorted geometry from OMol25. Energies are from wB97M-V/def2-TZVPD.

Results
Net charge: +1
2S+1: 1

Last column: Löwdin charge in e.
Geometry (Å):
C (-4.77, 3.22, -3.95)  -0.15
C (-4.32, 2.11, -2.87)  -0.26
C (-5.51, 1.70, -1.84)  -0.23
C (-6.50, 0.62, -2.48)  -0.21
C (-7.85, 0.43, -1.60)  -0.21
C (-7.76, -0.76, -0.52)  -0.22
C (-7.15, -0.33, 0.90)  -0.22
C (-8.12, 0.63, 1.78)  -0.21
C (-7.66, 0.51, 3.32)  -0.21
C (-6.51, 1.60, 3.73)  -0.19
C (-5.23, 0.77, 4.24)  -0.22
C (-4.19, 1.61, 5.13)  -0.21
C (-2.80, 1.96, 4.41)  -0.21
C (-2.05, 0.72, 3.72)  -0.22
C (-1.39, -0.33, 4.74)  -0.20
C (0.19, -0.08, 4.96)  -0.21
C (1.12, -1.34, 4.51)  -0.19
C (2.60, -0.76, 4.28)  -0.15
C (3.42, -1.45, 3.10)  -0.09
C (3.37, -2.99, 2.81)  0.08
C (4.26, -3.57, 1.63)  -0.13
C (4.30, -5.14, 1.25)  -0.07
C (5.14, -2.54, 0.87)  0.03
C (5.11, -1.00, 1.20)  -0.14
C (6.04, -0.01, 0.37)  -0.17
C (5.42, 0.51, -1.02)  -0.68
C (6.68, 0.73, -2.06)  -0.13
Br (4.05, -0.68, -1.83)  0.66
N (4.26, -0.56, 2.29)  0.12
H (-4.12, 3.13, -4.90)  0.07
H (-4.61, 4.29, -3.56)  0.07
H (-5.88, 3.11, -4.27)  0.07
H (-3.45, 2.54, -2.25)  0.10
H (-3.94, 1.18, -3.44)  0.11
H (-4.97, 1.22, -0.93)  0.09
H (-6.05, 2.64, -1.44)  0.12
H (-6.79, 0.99, -3.53)  0.11
H (-6.01, -0.41, -2.60)  0.11
H (-8.70, 0.17, -2.34)  0.11
H (-8.14, 1.40, -1.05)  0.11
H (-7.13, -1.64, -0.91)  0.11
H (-8.81, -1.20, -0.33)  0.11
H (-6.91, -1.30, 1.49)  0.11
H (-6.18, 0.27, 0.74)  0.09
H (-8.09, 1.72, 1.40)  0.11
H (-9.21, 0.25, 1.66)  0.11
H (-7.20, -0.54, 3.49)  0.09
H (-8.57, 0.56, 4.04)  0.11
H (-6.94, 2.30, 4.55)  0.11
H (-6.25, 2.16, 2.77)  0.11
H (-5.64, -0.07, 4.93)  0.11
H (-4.78, 0.25, 3.33)  0.10
H (-4.70, 2.63, 5.36)  0.11
H (-4.06, 1.11, 6.17)  0.11
H (-2.87, 2.85, 3.67)  0.12
H (-2.08, 2.34, 5.25)  0.11
H (-1.18, 1.17, 3.10)  0.11
H (-2.68, 0.13, 2.98)  0.09
H (-1.96, -0.42, 5.74)  0.12
H (-1.48, -1.37, 4.24)  0.11
H (0.52, 0.86, 4.38)  0.10
H (0.38, 0.17, 6.07)  0.12
H (1.13, -2.03, 5.45)  0.13
H (0.69, -1.92, 3.62)  0.11
H (2.60, 0.38, 4.10)  0.11
H (3.18, -0.95, 5.26)  0.14
H (2.74, -3.72, 3.42)  0.12
H (4.43, -5.80, 2.19)  0.10
H (5.18, -5.40, 0.55)  0.09
H (3.32, -5.38, 0.70)  0.10
H (5.81, -2.89, 0.01)  0.12
H (7.08, -0.50, 0.26)  0.13
H (6.23, 0.94, 1.02)  0.14
H (4.98, 1.55, -0.86)  0.10
H (6.94, 1.85, -2.06)  0.10
H (6.44, 0.37, -3.13)  0.05
H (7.63, 0.19, -1.71)  0.08
H (4.26, 0.46, 2.53)  0.16
O (6.07, 0.07, -6.77)  -0.27
S (7.33, -0.36, -6.23)  0.59
O (8.15, 0.51, -5.43)  -0.29
O (8.24, -0.97, -7.43)  -0.26
C (8.50, -0.15, -8.57)  -0.26
C (9.52, 0.93, -8.27)  -0.08
C (7.09, -1.87, -5.34)  -0.12
H (7.57, 0.28, -8.95)  0.12
H (8.90, -0.80, -9.35)  0.12
H (9.13, 1.65, -7.54)  0.07
H (9.79, 1.48, -9.17)  0.08
H (10.43, 0.50, -7.83)  0.09
H (6.50, -2.55, -5.95)  0.08
H (6.55, -1.62, -4.42)  0.05
H (8.06, -2.29, -5.09)  0.08

***

no.,highest occupied orbital energy (eV),lowest unoccupied orbital energy (eV)
1,-10.572,-0.38
2,-10.582,-5.00
3,-11.559,-4.12